(1)
Formula: C33H49ClF4N8O5PS2
Source: the Open Molecules 2025 dataset
Level of theory: the ωB97M-V functional and the def2-TZVPD basis

```
! RIJCOSX wB97M-V def2-TZVPD def2/J DEFGRID3
* xyz 1 1
C -4.1857 -0.4677 -2.0781
C -3.0361 -0.3639 -1.0739
C -1.8124 -1.1712 -1.5064
N -0.8397 -1.2145 -0.3986
C 0.5455 -1.5072 -0.6843
C 0.8501 -2.5240 -1.8093
C -0.0899 -3.7392 -1.8857
C 1.0868 -2.1868 0.6222
N 0.3600 -3.3081 1.1345
C 0.9195 -4.4289 1.3804
C 0.4968 -5.1736 2.6187
C 1.9277 -5.1428 0.5175
C 1.2925 -1.0496 1.6949
C 0.0380 -1.0570 2.5874
C 2.4356 -1.5405 2.5929
C 2.5736 -0.8838 3.9915
C 2.1564 -1.7940 5.1685
C 1.2798 -1.0423 6.1890
S 2.1800 -0.1364 7.4733
C 2.8376 1.1497 6.5018
N 2.3025 2.2380 6.0980
N 3.2573 2.8869 5.3249
C 4.2871 2.1343 5.3360
O 4.1218 1.0147 6.0535
N 1.5152 0.2285 0.8327
Cl 3.0620 0.9435 1.3531
C 0.5313 1.3194 1.2861
C 0.7774 2.7518 0.7719
C 0.8828 3.6737 1.9585
F 0.0338 3.4061 2.9988
C 1.7459 4.7210 2.1120
F 2.7369 4.7908 2.9617
F 1.6435 5.8188 1.3911
C 1.5160 -0.2279 -0.6353
P 3.3016 -0.5032 -1.3461
N 4.0192 0.8508 -1.4231
O 3.2066 -1.2316 -2.7557
O 4.0846 -1.5011 -0.3907
S 0.7911 0.9373 -1.8774
O -0.4520 1.4225 -1.4130
O 0.8487 0.2557 -3.1227
F 1.7244 2.1636 -1.9832
H -4.3591 -1.4910 -2.4038
H -5.0943 -0.1098 -1.5922
H -4.0174 0.2112 -2.9141
H -3.3508 -0.7402 -0.0935
H -2.7813 0.6872 -0.9369
H -2.1963 -2.1609 -1.7682
H -1.4174 -0.7150 -2.4125
H -1.1969 -1.9118 0.2435
H 0.8961 -2.0688 -2.7934
H 1.8651 -2.8926 -1.6457
H -0.7231 -3.8879 -1.0157
H -0.7589 -3.6125 -2.7369
H 0.4912 -4.6288 -2.1195
H 2.1152 -2.5329 0.4792
H 0.3532 -6.2340 2.4042
H -0.4252 -4.7446 3.0038
H 1.3082 -5.0759 3.3444
H 2.7408 -4.4973 0.1818
H 2.3763 -5.9654 1.0736
H 1.4071 -5.5951 -0.3258
H -0.9019 -1.0539 2.0487
H 0.0677 -1.9509 3.2007
H -0.0030 -0.2238 3.2887
H 2.1450 -2.5706 2.8143
H 3.3957 -1.6244 2.0869
H 2.0807 0.0898 4.0222
H 3.6372 -0.6660 4.0989
H 1.6027 -2.6743 4.8360
H 3.0647 -2.1087 5.6827
H 0.6570 -0.3268 5.6502
H 0.6092 -1.7392 6.6901
H 5.2235 2.3051 4.8323
H 0.6947 1.3794 2.3555
H -0.4865 1.0121 1.0726
H -0.0851 3.0438 0.1677
H 1.6608 2.9060 0.1612
H 4.3209 1.1202 -2.3501
H 3.0679 -0.5795 -3.4570
H 3.9604 -2.4306 -0.6372
N -1.3416 5.5557 -1.5502
C -1.9273 6.0022 -2.6593
C -1.3600 6.9494 -3.4993
C -0.1170 7.4642 -3.1691
C 0.5062 7.0118 -2.0168
C -0.1467 6.0614 -1.2475
H -2.8999 5.5777 -2.8820
H -1.8818 7.2738 -4.3890
H 0.3577 8.2057 -3.7983
H 1.4759 7.3872 -1.7192
H 0.3025 5.6801 -0.3413
N -6.5412 -1.2653 -4.2517
C -6.9369 -0.0639 -4.6673
C -6.9504 0.3247 -5.9985
C -6.5264 -0.5845 -6.9538
C -6.1101 -1.8392 -6.5392
C -6.1385 -2.1273 -5.1831
H -7.2596 0.6200 -3.8894
H -7.2857 1.3143 -6.2765
H -6.5216 -0.3204 -8.0034
H -5.7716 -2.5806 -7.2500
H -5.8242 -3.1001 -4.8193
*
```

Results
HOMO-LUMO gap (eV): 6.7099


(2)
Formula: C5H9NO2
Source: the Open Molecules 2025 dataset
Level of theory: the ωB97M-V functional and the def2-TZVPD basis

```
! RIJCOSX wB97M-V def2-TZVPD def2/J DEFGRID3
* xyz 0 1
C -1.5347 -0.2318 0.7141
C -0.6016 -0.6656 -0.3784
C 1.2919 -0.3512 -1.3482
C 1.9632 0.1666 -0.0359
C -0.0760 0.1989 0.7105
H -1.7091 1.9217 1.3324
H -1.9718 -1.1038 1.2838
H -0.2858 -1.8502 -0.1341
H -0.2418 -0.9685 -2.3141
H 1.9189 -1.4571 -1.2714
H 1.6664 0.5250 -2.0710
H 2.8778 -0.3636 0.1227
H 2.3357 1.3559 0.1546
H -0.3041 1.1059 0.1606
N -0.1324 -0.3002 -1.4756
O -2.2573 1.0921 0.6601
O 1.0553 -0.0627 1.2266
*
```

Results
HOMO-LUMO gap (eV): 9.2720
SMILES: O[C@H]1[C@H]2NCCO[C@H]12


(3)
Formula: C5H8N2
Source: the Open Molecules 2025 dataset
Level of theory: the ωB97M-V functional and the def2-TZVPD basis

```
! RIJCOSX wB97M-V def2-TZVPD def2/J DEFGRID3
* xyz 0 1
C 1.8079 -1.2473 -0.1525
C 0.6216 -0.2997 -0.2767
C -0.7562 -0.6710 -0.7220
N -0.4844 -0.3530 0.6805
C -1.1931 0.8750 0.9879
C -0.8879 2.0387 0.1412
N -0.7730 3.1073 -0.2825
H 2.0657 -1.4952 0.8830
H 2.6775 -0.7592 -0.6026
H 1.6484 -2.1825 -0.6928
H 0.9311 0.6776 -0.6346
H -1.3436 0.0972 -1.3306
H -0.9675 -1.7317 -0.8503
H -2.2626 0.6959 0.8442
H -1.0838 1.2479 2.0077
*
```

Results
HOMO-LUMO gap (eV): 11.0183
SMILES: C[C@H]1CN1CC#N


(4)
Formula: C3H8N2O2
Source: the Open Molecules 2025 dataset
Level of theory: the ωB97M-V functional and the def2-TZVPD basis

```
! RIJCOSX wB97M-V def2-TZVPD def2/J DEFGRID3
* xyz 0 1
C 2.6727 0.0204 -1.7621
C 1.3551 -0.2242 -2.0278
N 0.7377 -0.3006 -0.7918
C 1.7117 -0.0824 0.1227
N 2.9092 0.0062 -0.4084
H 3.3955 0.2935 -2.5163
H 0.8090 -0.0441 -2.9368
H -0.2240 -0.1491 -0.5051
H 1.5525 0.0069 1.1852
H -2.4524 0.1840 0.6728
H -2.4231 1.2071 -0.4629
O -2.0385 0.3623 -0.1828
H -3.0843 -1.0390 3.4574
H -2.4213 0.3136 3.2912
O -2.4997 -0.5546 2.8645
*
```

Results
HOMO-LUMO gap (eV): 8.5915
SMILES: c1c[nH]cn1.O.O


(5)
Formula: C13H20N2O5P
Source: the Open Molecules 2025 dataset
Level of theory: the ωB97M-V functional and the def2-TZVPD basis

```
! RIJCOSX wB97M-V def2-TZVPD def2/J DEFGRID3
* xyz -1 1
C -3.6691 1.7469 -1.0026
C -4.2523 0.3878 -0.6519
N -3.2708 -0.7342 -0.7363
C -2.3903 -0.7910 0.4262
C -1.1111 0.0520 0.2342
P -0.3360 0.3692 1.8191
C 1.3090 1.0144 1.7077
N 2.0000 1.0536 3.0112
C -4.0741 -1.9360 -0.8267
C -4.5999 -2.5609 0.4460
O -4.3578 -2.3874 -1.9097
H -4.4933 2.4650 -1.0636
H -3.0118 2.1237 -0.2193
H -3.1744 1.7334 -1.9725
H -4.6973 0.4061 0.3528
H -5.0294 0.1427 -1.3797
H -2.9059 -0.4714 1.3511
H -2.0534 -1.8166 0.5981
H -0.3702 -0.4789 -0.3763
H -1.3093 1.0055 -0.2495
H -0.2462 -0.8577 2.4745
H -1.1776 1.1731 2.5941
H 1.8635 0.3500 1.0020
H 1.3208 2.0163 1.2776
H 1.9172 0.1560 3.4812
H 1.5392 1.7061 3.6413
H -5.4412 -3.1947 0.1783
H -4.9545 -1.7797 1.1246
H -3.8290 -3.1305 0.9645
C 5.4659 -0.0672 -2.7001
C 6.4947 0.2906 -1.8108
C 6.0589 0.5314 -0.3341
O 6.8964 0.7783 0.5333
C 4.6583 0.4620 -0.0295
C 3.6670 0.1240 -0.9263
C 4.0999 -0.2147 -2.3718
O 3.2324 -0.5920 -3.1788
O 2.4254 0.0676 -0.6501
O 7.6957 0.4233 -2.0921
H 5.7137 -0.2619 -3.7395
H 4.3970 0.6955 1.0035
*
```

Results
HOMO-LUMO gap (eV): 3.3742


(6)
Formula: C7H8N2O5Sr
Source: the Open Molecules 2025 dataset
Level of theory: the ωB97M-V functional and the def2-TZVPD basis

```
! RIJCOSX wB97M-V def2-TZVPD def2/J DEFGRID3
* xyz 2 1
Sr -0.3321 0.1856 0.2706
C 0.0053 -1.4871 -1.7237
O 0.5985 -2.0806 -2.5106
C 2.2406 -0.1853 -0.5967
O 3.0220 -0.6750 -1.2954
C 1.1297 -1.9495 0.8562
O 1.9541 -2.7513 0.9769
C 0.6576 1.2862 -1.9332
O 1.3112 1.6487 -2.8112
C 3.1220 2.7496 2.6620
H 2.6244 3.6921 2.4028
H 2.8297 2.2873 3.6128
C 3.9928 2.1562 1.8253
H 4.4926 1.2115 2.0735
H 4.2886 2.6084 0.8704
N -4.0388 -2.0504 0.0833
C -3.6108 -0.8706 -0.4003
N -4.2913 -0.3169 -1.4174
O -2.5903 -0.2886 0.1034
H -4.7631 -2.5807 -0.3798
H -3.5924 -2.3981 0.9238
H -4.0323 0.6258 -1.6896
H -5.0181 -0.8172 -1.9030
*
```

Results
HOMO-LUMO gap (eV): 7.0088


(7)
Formula: C16H24MgN8
Source: the Open Molecules 2025 dataset
Level of theory: the ωB97M-V functional and the def2-TZVPD basis

```
! RIJCOSX wB97M-V def2-TZVPD def2/J DEFGRID3
* xyz 0 1
Mg 0.0812 0.2652 -0.6763
N 2.2511 0.8759 -1.0086
C 2.4959 2.3221 -0.9637
C 1.7453 2.9170 0.2272
N 0.3501 2.4561 0.3524
C -0.6108 3.3134 -0.3722
C -0.3987 3.3340 -1.8803
N -0.2958 1.9576 -2.3921
C -0.0328 2.3455 1.7784
C 0.1872 0.9306 2.2885
N -0.5713 0.0254 1.4153
H 2.7602 0.3938 -0.2729
H 2.5701 0.4651 -1.8779
H 2.1508 2.7470 -1.9006
H 3.5522 2.5798 -0.8645
H 1.7939 4.0125 0.1923
H 2.2726 2.6036 1.1310
H -0.5833 4.3426 0.0079
H -1.6083 2.9127 -0.1780
H 0.5035 3.8888 -2.1342
H -1.2323 3.8865 -2.3174
H -0.0049 1.9513 -3.3617
H -1.2141 1.5154 -2.3649
H -1.0944 2.5824 1.8754
H 0.5072 3.0696 2.3941
H -0.0946 0.8727 3.3410
H 1.2464 0.6624 2.2206
H -1.5678 0.2073 1.4816
H -0.4322 -0.9512 1.6710
C 0.9225 -1.8182 -0.9609
C 0.3806 -2.6811 0.0761
C -0.8556 -3.3511 -0.0623
C -1.4482 -4.0156 0.9913
C -0.8304 -4.0656 2.2454
C 0.4152 -3.4555 2.3999
C 1.0037 -2.7896 1.3420
C -1.4582 -4.7288 3.3566
N -1.9640 -5.2450 4.2537
H 0.6153 -2.1371 -1.9640
H 2.0186 -1.8004 -0.9112
H -1.3418 -3.3556 -1.0310
H -2.3978 -4.5173 0.8505
H 0.9206 -3.5195 3.3557
H 1.9789 -2.3314 1.4815
N -1.8822 -0.0765 -1.1943
C -2.4084 -0.8118 -1.9547
N -3.0613 -1.5052 -2.7769
C -2.7703 -2.6452 -3.3708
N -2.5635 -3.6345 -3.9380
*
```

Results
HOMO-LUMO gap (eV): 6.8746


(8)
Formula: C34H28BrN4OPPd
Source: the Open Molecules 2025 dataset
Level of theory: the ωB97M-V functional and the def2-TZVPD basis

```
! RIJCOSX wB97M-V def2-TZVPD def2/J DEFGRID3
* xyz 0 1
Pd 0.3172 0.7647 0.8567
Br 6.2062 5.3941 0.7065
C 4.9521 3.9522 0.7755
C 5.4102 2.6551 0.9875
C 4.4963 1.6260 1.0135
C 3.1092 1.8377 0.8514
O 2.3287 0.8079 0.8780
C 2.6601 3.1892 0.6630
C 1.3021 3.5665 0.5689
N 0.2469 2.7799 0.6332
C -1.0303 3.2815 0.6932
C -1.4058 4.6382 0.7077
C -2.7355 4.9976 0.8131
C -3.7380 4.0468 0.8901
C -3.4186 2.6829 0.8552
C -4.3885 1.6587 0.8938
C -3.9712 0.3445 0.8220
C -2.6215 0.0557 0.7433
N -1.6704 0.9991 0.7362
C -2.0521 2.2987 0.7674
C 3.6190 4.2209 0.6188
H 6.4619 2.4636 1.1336
H 4.8256 0.6117 1.1765
H 1.1465 4.6380 0.4701
H -0.6616 5.4168 0.6514
H -2.9932 6.0475 0.8411
H -4.7710 4.3449 0.9824
H -5.4328 1.9203 0.9544
H -4.6820 -0.4689 0.8194
H -2.2839 -0.9676 0.6825
H 3.2818 5.2390 0.4815
N 0.2137 -1.1806 1.1531
P 0.0421 -1.9581 -0.1896
C 1.4373 -3.0510 -0.6575
C 2.0259 -3.7725 0.3723
C 3.0348 -4.6801 0.0984
C 3.4642 -4.8613 -1.2078
C 2.8900 -4.1291 -2.2334
C 1.8726 -3.2275 -1.9652
C -1.3713 -3.1215 -0.1482
C -2.0234 -3.2942 1.0681
C -3.1629 -4.0732 1.1439
C -3.6432 -4.6930 0.0016
C -2.9756 -4.5492 -1.2054
C -1.8375 -3.7664 -1.2850
C -0.1983 -0.8591 -1.6466
C 0.9091 -0.0403 -1.9163
C 0.7963 1.0129 -2.8059
C -0.4249 1.2669 -3.4200
C -1.5154 0.4541 -3.1643
C -1.4086 -0.6084 -2.2767
H 1.6823 -3.6026 1.3838
H 3.4889 -5.2453 0.9001
H 4.2483 -5.5745 -1.4237
H 3.2389 -4.2631 -3.2480
H 1.4255 -2.6666 -2.7730
H -1.6360 -2.7798 1.9386
H -3.6841 -4.1777 2.0866
H -4.5433 -5.2862 0.0532
H -3.3588 -5.0352 -2.0892
H -1.3171 -3.6391 -2.2245
H 1.8687 -0.2795 -1.4562
H 1.6553 1.6343 -3.0246
H -0.5193 2.0975 -4.1029
H -2.4601 0.6547 -3.6479
H -2.2679 -1.2349 -2.0818
N 0.3408 0.9130 3.5783
H 0.3359 -0.0831 3.7816
H -0.3779 1.3695 4.1279
H 1.2461 1.2892 3.8416
*
```

Results
HOMO-LUMO gap (eV): 6.0950


(9)
Formula: C22H27AsN4O6RuS
Source: the Open Molecules 2025 dataset
Level of theory: the ωB97M-V functional and the def2-TZVPD basis

```
! RIJCOSX wB97M-V def2-TZVPD def2/J DEFGRID3
* xyz 1 2
Ru 0.0401 -0.0071 -0.5735
O 3.2148 -1.2048 -1.6199
As 1.5584 -1.1592 -2.2266
O 1.6689 -0.8415 -3.8276
O 1.7923 1.1585 -0.5063
C 1.1422 -3.0405 -1.9678
C 2.0361 -4.0206 -2.3765
C 1.6883 -5.3582 -2.2204
C 0.4518 -5.7202 -1.6925
C -0.4547 -4.7471 -1.2976
C -0.0835 -3.4207 -1.4570
S -1.1011 -2.1012 -0.9047
O 0.7027 -0.8300 1.0602
O -1.2617 -1.2192 -2.1443
O -2.3913 -2.6421 -0.4753
H 3.7526 -0.7856 -2.3070
H 2.9903 -3.7368 -2.8000
H 2.3877 -6.1279 -2.5220
H 0.1916 -6.7653 -1.5907
H -1.4334 -4.9930 -0.9075
C 2.4412 3.0240 0.7763
N 2.4824 1.5756 0.5572
C 3.1466 0.7903 1.3271
C 3.0935 -0.6247 1.3080
C 4.1240 -1.5304 1.4975
C 3.5923 -2.8177 1.3190
C 2.2441 -2.6674 1.0604
N 1.9646 -1.3455 1.0342
C 1.3623 3.4575 1.7395
C 1.4713 4.7072 2.3403
C 0.5142 5.1442 3.2439
C -0.5590 4.3263 3.5733
C -0.6728 3.0785 2.9768
C 0.2768 2.6508 2.0555
H 2.2892 3.4576 -0.2095
H 3.4108 3.3535 1.1500
H 3.8458 1.2781 1.9973
H 5.1543 -1.2715 1.6882
H 4.1227 -3.7535 1.3693
H 1.4584 -3.3953 0.9410
H 2.3166 5.3453 2.1039
H 0.6144 6.1191 3.7029
H -1.2846 4.6480 4.3089
H -1.4877 2.4177 3.2501
H 0.1839 1.6631 1.6220
N -4.9152 0.7365 -1.1786
C -4.1374 1.7576 -1.9684
C -2.6658 1.3897 -1.8888
N -2.1744 1.2524 -0.5068
C -3.0394 0.3959 0.3229
C -4.5040 0.7947 0.2719
H -4.6839 -0.1969 -1.5346
H -5.9193 0.8688 -1.2885
H -4.3450 2.7300 -1.5239
H -4.4886 1.7548 -2.9979
H -2.0800 2.1482 -2.4048
H -2.4974 0.4396 -2.3974
H -2.0932 2.1673 -0.0720
H -2.6840 0.4127 1.3511
H -2.9717 -0.6353 -0.0259
H -4.6783 1.8116 0.6209
H -5.1196 0.1042 0.8445
*
```

Results
HOMO-LUMO gap (spin up / spin down) (eV): 7.3939 / 7.4850


(10)
Formula: C35H47BrN4O5SSiZn
Source: the Open Molecules 2025 dataset
Level of theory: the ωB97M-V functional and the def2-TZVPD basis

```
! RIJCOSX wB97M-V def2-TZVPD def2/J DEFGRID3
* xyz 0 1
Zn -0.0408 0.0325 -0.2660
O 3.9712 -0.8462 -3.7909
C 2.9312 -0.3169 -4.5013
C 3.1429 -0.0338 -5.8447
C 2.1290 0.5243 -6.6039
C 0.8955 0.8016 -6.0298
C 0.6795 0.4926 -4.6967
C 1.6864 -0.0667 -3.9215
C 1.3907 -0.4687 -2.4862
O 0.1214 -0.1862 -2.0946
N 2.4404 0.2064 -1.6238
N 2.1587 0.1945 -0.3114
C 2.7478 0.9354 0.5400
C 2.3595 0.9602 1.9385
Br 1.0360 -0.3049 2.5148
C 2.8078 1.8560 2.8167
C 2.3446 1.9798 4.2163
C 1.3916 2.9461 4.5288
C 0.9356 3.0783 5.8308
C 1.4346 2.2552 6.8298
C 2.3755 1.2844 6.5202
C 2.8272 1.1424 5.2168
H 3.7087 -0.9327 -2.8642
H 4.1067 -0.2678 -6.2791
H 2.3042 0.7416 -7.6500
H 0.1012 1.2431 -6.6178
H -0.2767 0.6549 -4.2197
H 1.6099 -1.5441 -2.3669
H 2.7967 1.0839 -1.9946
H 3.5118 1.6574 0.2461
H 3.5229 2.5941 2.4637
H 0.9957 3.5734 3.7387
H 0.1868 3.8245 6.0643
H 1.0898 2.3708 7.8493
H 2.7563 0.6327 7.2961
H 3.5513 0.3753 4.9711
C -4.4835 -0.4706 0.8891
C -3.2050 -0.8569 0.1507
C -2.5804 -2.0950 0.7804
C -3.4769 -1.0990 -1.3331
O -2.2070 0.1799 0.2981
Si -2.3241 1.8417 0.1226
S -0.2894 2.3014 0.2764
O -3.0955 2.1050 -1.2809
C -3.1754 3.2490 -2.1407
C -4.3009 2.9484 -3.1256
C -3.5006 4.5012 -1.3307
C -1.8577 3.4225 -2.8911
O -3.2659 2.5465 1.2446
C -3.1140 2.8948 2.6232
C -2.4651 4.2750 2.6963
C -4.5254 2.9232 3.2014
C -2.2551 1.8791 3.3763
H -5.2486 -1.2334 0.7412
H -4.8581 0.4835 0.5181
H -4.2826 -0.3753 1.9578
H -3.2256 -2.9637 0.6501
H -2.4080 -1.9347 1.8472
H -1.6216 -2.2950 0.3033
H -4.1015 -1.9838 -1.4642
H -2.5290 -1.2458 -1.8561
H -3.9738 -0.2337 -1.7680
H -5.2514 2.8521 -2.5980
H -4.0943 2.0115 -3.6446
H -4.3809 3.7519 -3.8588
H -4.3806 4.3286 -0.7096
H -3.6945 5.3378 -2.0031
H -2.6641 4.7591 -0.6773
H -1.6430 2.5287 -3.4774
H -1.0390 3.5692 -2.1880
H -1.9143 4.2852 -3.5576
H -3.1094 5.0308 2.2443
H -1.5172 4.2541 2.1552
H -2.2729 4.5479 3.7356
H -5.1478 3.6086 2.6247
H -4.5108 3.2470 4.2431
H -4.9676 1.9274 3.1423
H -1.2328 1.8983 2.9976
H -2.6494 0.8694 3.2435
H -2.2463 2.1210 4.4403
N 1.8980 -4.2619 0.7854
C 1.8532 -2.9357 0.4853
N 0.8584 -2.6151 -0.2909
C 0.2055 -3.8125 -0.5560
C -0.8707 -4.0915 -1.3964
C -1.3152 -5.3964 -1.4634
C -0.7011 -6.4223 -0.7322
C 0.3956 -6.1755 0.0705
C 0.8374 -4.8600 0.1363
H 2.5569 -4.7148 1.3911
H 2.5974 -2.2471 0.8484
H -1.3159 -3.3050 -1.9923
H -2.1568 -5.6423 -2.0978
H -1.0794 -7.4327 -0.8144
H 0.8877 -6.9673 0.6210
*
```

Results
HOMO-LUMO gap (eV): 8.0738


In order of appearance, max |F| = 2.906, 10.906, 1.755, 1.053, 1.541, 5.783, 0.545, 2.376, 3.621, 1.035 eV/A.